DFT (ωB97M-V/def2-TZVPD) results for 11 unconnected molecules or ions with the total composition C4H31NO11 in a non-equilibrium geometry.

Highest occupied orbital energy, eV: -9.3
Spin multiplicity: 1
Charge: 0
Gap between HOMO and LUMO, eV: 9.49
E_LUMO, eV: 0.21

Each line ends with the natural charge from an NBO analysis.
CARTESIAN COORDINATES (ANGSTROEM)
C 1.543 -2.622 1.759  -0.634
C 0.816 -2.408 0.492  -0.242
N 1.718 -1.330 -0.241  -0.643
C 0.948 -0.535 -1.231  -0.256
C 1.831 0.730 -1.523  -0.058
O 1.261 1.413 -2.607  -0.780
H 0.813 -2.821 2.651  0.203
H 2.219 -3.452 1.909  0.214
H 2.019 -1.701 2.052  0.227
H 0.766 -3.315 -0.129  0.186
H -0.254 -1.992 0.669  0.213
H 2.366 -1.842 -0.848  0.342
H 0.821 -1.194 -2.158  0.166
H -0.088 -0.305 -0.754  0.189
H 2.790 0.190 -1.802  0.176
H 1.768 1.471 -0.694  0.196
H 1.821 1.934 -3.131  0.488
O -2.739 2.861 1.549  -0.955
H -2.733 2.038 1.018  0.473
H -1.846 2.939 1.823  0.480
O 3.689 1.721 0.271  -0.961
H 4.089 0.989 0.632  0.458
H 2.908 1.825 0.799  0.483
O -2.176 -1.563 2.256  -0.967
H -2.784 -1.793 1.548  0.516
H -2.433 -2.106 2.947  0.474
O 0.153 4.056 0.763  -0.922
H 0.822 3.432 0.648  0.472
H -0.230 4.193 0.021  0.449
O -1.058 0.689 2.754  -1.003
H -1.497 0.902 3.545  0.469
H -1.359 -0.203 2.506  0.499
O -3.448 -1.912 -0.134  -1.003
H -4.171 -1.409 -0.523  0.479
H -2.730 -1.924 -0.846  0.515
O 1.655 2.095 1.978  -0.972
H 1.024 1.440 2.366  0.514
H 2.129 2.161 2.837  0.481
O -2.073 -1.730 -2.508  -0.987
H -1.111 -1.632 -2.690  0.515
H -2.536 -0.987 -2.900  0.486
O -1.747 1.252 -1.122  -0.964
H -0.879 1.332 -1.216  0.473
H -2.180 0.332 -0.905  0.493
O -0.312 -0.590 -3.918  -0.968
H 0.494 -0.967 -4.239  0.473
H -0.077 0.339 -3.671  0.511